a) The following is a quantum chemistry calculation of a cluster of 3 separate species, C3H12NO2 in total, from the Open Molecules 2025 dataset.

The charge is +1.

CARTESIAN COORDINATES (ANGSTROEM)
O1 -2.994 0.958 0.536
O2 -1.584 -0.897 -0.855
N1 1.043 -1.134 -0.573
C1 1.537 0.104 0.076
C2 1.942 1.089 -0.697
C3 1.451 0.073 1.564
H1 -2.173 -0.251 -0.400
H2 2.060 -0.727 1.992
H3 -3.482 1.669 0.105
H4 0.418 -0.084 1.881
H5 2.281 2.013 -0.251
H6 -0.021 -1.118 -0.656
H7 1.803 1.017 1.959
H8 1.948 1.022 -1.779
H9 1.307 -1.955 -0.030
H10 1.445 -1.248 -1.502
H11 -2.142 -1.327 -1.512
H12 -3.526 0.697 1.300

Here are the Mulliken charges for atoms 1 to 2, given in e: -0.69 -0.68

b) The following is a quantum chemistry calculation of a cluster of 3 separate species, C3H12NO2 in total, from the Open Molecules 2025 dataset.

The charge is +1.

CARTESIAN COORDINATES (ANGSTROEM)
O1 1.841 0.130 -0.111
O2 2.375 -1.910 1.586
N1 -0.416 1.493 -0.003
C1 -2.489 0.262 0.312
C2 -1.092 -0.156 -1.724
C3 -1.443 0.541 -0.445
H1 -0.605 1.914 0.907
H2 -0.304 -0.890 -1.549
H3 0.538 1.006 0.039
H4 -0.782 0.514 -2.529
H5 2.598 0.532 0.313
H6 2.936 -2.651 1.328
H7 -1.957 -0.687 -2.106
H8 2.189 -2.070 2.519
H9 1.808 -0.711 0.409
H10 -0.302 2.289 -0.636
H11 -2.712 0.719 1.265
H12 -3.185 -0.462 -0.090

Here are the Mulliken charges for atoms 1 to 2, given in e: -0.73 -0.65

c) The following is a quantum chemistry calculation of a cluster of 2 separate species, C3H12NO2 in total, from the Open Molecules 2025 dataset.

The charge is +1.

CARTESIAN COORDINATES (ANGSTROEM)
O1 1.906 0.651 0.491
O2 -0.823 -2.062 1.475
N1 -0.642 0.066 -0.108
C1 1.669 0.430 -0.901
C2 0.181 0.804 -1.159
C3 -2.052 0.521 -0.157
H1 -2.597 0.045 -0.958
H2 -0.808 -2.879 0.978
H3 2.293 1.108 -1.436
H4 -2.448 0.151 0.805
H5 -0.568 -2.208 2.401
H6 -0.306 0.099 0.867
H7 2.466 1.406 0.675
H8 -0.242 0.569 -2.131
H9 -0.483 -0.906 -0.360
H10 -2.228 1.586 -0.245
H11 0.013 1.865 -0.959
H12 1.803 -0.655 -0.977

Here are the Mulliken charges for atoms 1 to 2, given in e: -0.52 -0.60

Least stable: c)

a) The following is a quantum chemistry calculation of the ion CH3INO with charge -1, from the Open Molecules 2025 dataset.

The charge is -1. The SMILES is CN([O-])I.

CARTESIAN COORDINATES (ANGSTROEM)
I1 2.327 0.824 -0.043
O1 0.688 -1.792 -0.291
N1 0.470 -0.464 0.538
C1 -0.671 0.235 0.003
H1 -0.579 1.284 0.585
H2 -0.754 0.312 -1.021
H3 -1.481 -0.400 0.228

Here are the Mulliken charges for atoms 1 to 2, given in e: -0.33 -0.60

b) The following is a quantum chemistry calculation of the ion CH3INO with charge -1, from the Open Molecules 2025 dataset.

The charge is -1. The SMILES is CN([O-])I.

CARTESIAN COORDINATES (ANGSTROEM)
I1 -0.174 2.343 -1.102
O1 -1.732 -0.175 0.280
N1 -0.561 0.004 -0.650
C1 0.491 -0.494 0.243
H1 1.283 0.176 0.162
H2 0.035 -0.380 1.222
H3 0.659 -1.474 -0.156

Here are the Mulliken charges for atoms 1 to 2, given in e: -0.44 -0.55

Least stable: a)

a) The following is a quantum chemistry calculation of a cluster of 3 separate species, C5H15NO2 in total, from the Open Molecules 2025 dataset.

The multiplicity is 2. The charge is +1.

CARTESIAN COORDINATES (ANGSTROEM)
O1 -3.583 5.493 -0.551
O2 1.020 -5.275 3.425
N1 -0.176 -0.119 -0.911
C1 2.139 -0.277 -0.260
C2 1.149 -0.359 -1.434
C3 1.251 -0.228 0.999
C4 -0.173 0.033 0.533
C5 -1.358 0.283 -1.662
H1 -2.268 -0.129 -1.288
H2 -0.942 -0.607 1.065
H3 1.747 0.503 1.656
H4 1.486 -1.187 1.441
H5 0.153 -5.007 3.771
H6 2.751 -1.183 -0.239
H7 -1.232 -0.070 -2.682
H8 1.024 -1.324 -2.015
H9 -3.097 6.111 -1.103
H10 -0.460 1.042 0.815
H11 2.815 0.563 -0.512
H12 1.165 0.251 -2.363
H13 1.450 -4.539 3.891
H14 -3.461 4.633 -0.953
H15 -1.399 1.393 -1.622

Here are the Mulliken charges for atoms 1 to 2, given in e: -0.62 -0.63

b) The following is a quantum chemistry calculation of a cluster of 3 separate species, C5H15NO2 in total, from the Open Molecules 2025 dataset.

The multiplicity is 2. The charge is +1.

CARTESIAN COORDINATES (ANGSTROEM)
O1 2.158 0.297 0.275
O2 0.491 2.647 1.066
N1 -1.535 -0.837 -0.864
C1 -0.289 -1.389 1.198
C2 0.171 -0.199 -2.623
C3 -0.885 -0.520 0.344
C4 0.294 -0.982 2.516
C5 -1.231 0.007 -2.037
H1 -1.414 1.100 -1.708
H2 0.329 0.100 2.621
H3 0.104 3.108 0.317
H4 -0.294 -2.429 0.926
H5 0.270 -1.266 -2.938
H6 -1.468 -1.844 -1.125
H7 1.696 1.043 0.611
H8 -0.231 -1.427 3.343
H9 -0.902 0.557 0.527
H10 0.956 3.346 1.548
H11 0.314 0.476 -3.457
H12 1.369 -1.355 2.659
H13 1.485 -0.426 0.310
H14 -1.995 -0.206 -2.828
H15 0.968 0.027 -1.874

Here are the Mulliken charges for atoms 1 to 2, given in e: -0.62 -0.61

Least stable: a)